(1)
# C31H32O7

A structure of composition C31H32O7 at a distorted geometry (the ωB97M-V functional and the def2-TZVPD basis, the OMol25 dataset).

Its gap between HOMO and LUMO is 8.19 eV. Its LUMO energy is 0.62 eV. The relative energy (zero: lowest compared OMol25 entry of this formula, charge and spin) comes out at 3.0 kcal/mol. The calculation puts the largest force on an atom at 0.05693 Eh/bohr.

The geometry in ORCA input format:
```
! wB97M-V def2-TZVPD RIJCOSX def2/J DEFGRID3
* xyz 0 1
C -5.97071 -0.15709 2.19776
C -5.04214 -1.28941 1.74342
C -3.71405 -0.59104 1.75519
C -3.89930 0.70371 2.30265
O -5.19191 1.03805 2.52776
C -2.82650 1.58392 2.53886
C -1.54841 1.07285 2.28853
C -1.33451 -0.15949 1.64276
C -0.04096 -0.48833 0.97421
C 1.25494 -0.14721 1.64006
C 2.24339 -1.06973 2.03549
C 3.52608 -0.62990 2.30092
C 3.80239 0.75658 2.14184
O 5.12222 1.03307 2.04639
C 5.83444 -0.21449 2.39639
C 4.83123 -1.34793 2.55930
C 2.82616 1.71515 1.88601
C 1.56855 1.22875 1.63845
C -2.44333 -0.97685 1.36231
H -6.70219 0.13134 1.43629
H -6.56357 -0.41666 3.07810
H -5.08604 -2.11553 2.46696
H -5.30936 -1.64318 0.73718
H -2.98465 2.55428 2.93421
H -0.69300 1.60171 2.68848
H -0.09721 -1.54238 0.70272
H 1.98215 -2.11437 2.16609
H 6.55687 -0.39772 1.60447
H 6.43491 -0.02852 3.29188
H 4.87728 -1.73563 3.58698
H 5.01130 -2.16438 1.84122
H 3.07696 2.76347 1.81598
H 0.75489 1.93819 1.48138
H -2.31196 -1.96048 0.93975
C 3.44206 -3.17418 -0.97642
C 1.96627 -3.05027 -1.01790
O 1.68029 -1.64877 -1.01251
C 0.39775 -1.39183 -1.32585
C -0.02436 0.06860 -0.85191
C 1.07803 1.14611 -1.08899
O 0.93190 2.34342 -0.78070
O 2.29369 0.69389 -1.44870
C 3.24532 1.79687 -1.59226
C 4.58952 1.18840 -1.86258
C -1.27851 0.54185 -1.40580
C -1.61814 1.91828 -1.46938
C -2.69643 2.38069 -2.19653
C -3.62047 1.48174 -2.81395
O -4.66810 2.00434 -3.52057
C -5.58172 1.12160 -4.19059
C -3.38081 0.09327 -2.61391
C -2.25897 -0.34394 -1.92387
O -0.36129 -2.33687 -1.51271
H 3.74771 -4.22162 -0.92812
H 3.82645 -2.74178 -1.89234
H 3.86858 -2.59380 -0.15539
H 1.49876 -3.52304 -1.87548
H 1.50545 -3.44451 -0.12961
H 2.92115 2.47101 -2.39548
H 3.22870 2.36467 -0.65735
H 5.35779 1.96972 -1.97793
H 4.86332 0.56962 -0.99775
H 4.55631 0.55381 -2.76186
H -0.94746 2.67776 -1.09417
H -2.90008 3.45476 -2.29776
H -6.32104 1.77488 -4.63102
H -5.07201 0.55043 -4.96603
H -6.05927 0.43682 -3.49068
H -4.08085 -0.65348 -3.01466
H -2.07346 -1.40919 -1.87918
*
```



(2)
# C12H20N2O2

A cluster of 2 separate species, C12H20N2O2 in total at a distorted geometry (the ωB97M-V functional and the def2-TZVPD basis, the OMol25 dataset).

Its gap between HOMO and LUMO is 9.91 eV. As for the structure (SMILES): NCCCCCNC(=O)O.c1ccccc1. Its LUMO energy is 0.68 eV. The relative energy (zero: lowest compared OMol25 entry of this formula, charge and spin) comes out at 17.4 kcal/mol. The calculation puts the largest force on an atom at 0.03810 Eh/bohr.

The geometry in ORCA input format:
```
! wB97M-V def2-TZVPD RIJCOSX def2/J DEFGRID3
* xyz 0 1
N 4.04871 -0.11058 -1.40032
C 3.16908 0.53162 -2.37677
C 1.67128 0.20208 -2.20711
C 1.20577 -0.85846 -3.19688
C -0.29558 -1.17998 -3.14108
C -0.81994 -1.52888 -1.74324
N -1.80883 -0.59154 -1.18376
C -1.47572 0.76924 -1.22616
O -0.96616 1.38927 -0.29648
O -1.85447 1.39369 -2.38366
H 3.99706 -1.11363 -1.49156
H 3.76517 0.14562 -0.46868
H 3.49676 0.24010 -3.36804
H 3.30263 1.60108 -2.25514
H 1.50186 -0.08190 -1.17447
H 1.09128 1.10750 -2.39189
H 1.41056 -0.46088 -4.18712
H 1.74663 -1.79142 -3.05820
H -0.87815 -0.40694 -3.62655
H -0.43300 -2.07116 -3.74730
H 0.02570 -1.66219 -1.06932
H -1.31111 -2.49396 -1.79743
H -1.95797 -0.80163 -0.20752
H -1.08138 1.82512 -2.75228
C -2.65560 0.94698 3.68333
C -2.62239 0.48466 4.99193
C -1.42869 0.03565 5.53909
C -0.26902 0.04637 4.77655
C -0.30475 0.50357 3.46639
C -1.49686 0.95582 2.91774
H -3.58591 1.30200 3.25875
H -3.52701 0.47478 5.58618
H -1.40183 -0.32236 6.56010
H 0.66263 -0.30131 5.20421
H 0.59850 0.50963 2.86946
H -1.51928 1.31204 1.89724
*
```



(3)
# C10H16O

A cluster of 2 separate species, C10H16O in total (the ωB97M-V functional and the def2-TZVPD basis, the OMol25 dataset).

Its gap between HOMO and LUMO is 9.97 eV. As for the structure (SMILES): Cc1ccccc1.CC(C)O. Its LUMO energy is 0.80 eV. The relative energy (zero: lowest compared OMol25 entry of this formula, charge and spin) comes out at 16.3 kcal/mol. The calculation puts the largest force on an atom at 0.00707 Eh/bohr.

The geometry in ORCA input format:
```
! wB97M-V def2-TZVPD RIJCOSX def2/J DEFGRID3
* xyz 0 1
C -0.49578 -2.60303 -2.65158
C 0.40634 -2.27866 -1.48523
C -0.07297 -1.55091 -0.40088
C 0.74139 -1.26654 0.68293
C 2.05834 -1.70802 0.70356
C 2.55166 -2.42909 -0.37071
C 1.72682 -2.70962 -1.45441
H 0.09836 -2.83460 -3.53291
H -1.14119 -1.75696 -2.87504
H -1.12284 -3.46522 -2.42926
H -1.09437 -1.18719 -0.39473
H 0.38010 -0.71099 1.54190
H 2.69431 -1.48113 1.54812
H 3.57682 -2.77448 -0.37129
H 2.12665 -3.27203 -2.29308
C -2.09037 2.30311 1.80107
C -0.72234 2.36461 1.14485
C -0.63944 3.43372 0.07459
O 0.29938 2.66262 2.09797
H -2.85409 2.05030 1.05725
H -2.36271 3.26335 2.24066
H -2.13052 1.53385 2.57601
H -0.50822 1.39682 0.67663
H -0.68407 4.42100 0.53567
H 0.30823 3.36297 -0.46701
H -1.47032 3.34295 -0.62377
H 0.42084 1.89317 2.66869
*
```



(4)
# C76H68Cl4N4O8

A structure of composition C76H68Cl4N4O8 at a distorted geometry (the ωB97M-V functional and the def2-TZVPD basis, the OMol25 dataset).

Its gap between HOMO and LUMO is 3.72 eV. Its LUMO energy is -2.70 eV. The calculation puts the largest force on an atom at 0.34203 Eh/bohr.

The geometry in ORCA input format:
```
! wB97M-V def2-TZVPD RIJCOSX def2/J DEFGRID3
* xyz 0 1
Cl 22.65359 10.88403 14.36761
C 21.26210 9.72837 14.53844
C 21.05431 9.39983 15.98581
Cl 20.05333 7.93604 16.12040
H 21.52742 8.89332 13.89005
H 20.33186 10.12514 14.13182
H 20.65283 10.24298 16.54797
H 22.04150 9.34741 16.44493
Cl 16.97376 11.80336 15.58333
C 17.20492 11.45773 17.33246
C 15.94301 11.77779 18.10101
Cl 16.32870 11.62071 19.87753
H 18.05040 11.99038 17.76782
H 17.34593 10.37792 17.37981
H 15.02916 11.20159 17.95617
H 15.80072 12.84852 17.95475
C 18.17846 4.07210 18.24748
C 17.26672 4.36071 17.05931
C 15.88522 3.56361 16.89803
C 15.94477 2.18116 17.34410
N 15.94285 1.08960 17.70568
H 19.08706 4.66852 18.16485
H 18.45772 3.02180 18.33107
H 17.70357 4.38719 19.17662
H 17.92762 4.25683 16.19877
H 17.07572 5.43331 17.02537
H 15.61860 3.70568 15.85074
H 15.06797 4.00576 17.46786
C 19.78286 10.99690 21.12425
C 19.13168 12.24684 20.37671
C 20.05109 12.75808 19.36989
C 20.40940 11.85586 18.29853
N 20.66596 11.18647 17.43094
H 18.94777 10.42779 21.53271
H 20.35899 11.24699 22.01511
H 20.50384 10.39327 20.57296
H 19.03061 13.07458 21.07866
H 18.13699 12.03407 19.98503
H 20.98434 13.17719 19.74606
H 19.51109 13.44836 18.72181
C 15.27292 10.63433 13.29469
C 16.01772 9.61959 14.20112
C 17.28441 9.09979 13.44680
C 18.31157 10.15408 13.27619
N 19.15497 10.96652 13.11350
H 14.59001 11.24261 13.88775
H 14.73613 10.19220 12.45536
H 16.13193 11.18303 12.90852
H 15.34546 8.81334 14.49458
H 16.28188 10.01179 15.18321
H 17.02969 8.63185 12.49587
H 17.72426 8.37754 14.13454
C 11.09993 7.33557 17.83219
C 11.91415 8.36913 17.00815
C 11.89165 8.15621 15.46911
C 11.99662 6.64591 15.25483
N 12.10996 5.51784 15.09013
H 11.33796 7.49060 18.88453
H 11.36451 6.32572 17.51868
H 10.03839 7.58262 17.81804
H 12.94869 8.20285 17.30843
H 11.76667 9.42184 17.24933
H 12.73109 8.52897 14.88219
H 10.97133 8.44858 14.96351
C 18.76927 7.07187 14.67009
C 17.59502 6.43004 14.48982
C 17.04212 6.26115 13.19831
C 17.80974 6.70803 12.04889
C 19.03396 7.35033 12.26227
C 19.44733 7.66766 13.56748
C 19.98118 7.78226 11.12604
O 21.04368 8.40962 11.30720
C 19.62897 7.18492 9.80012
C 20.42569 7.50489 8.70435
C 20.16444 7.03074 7.41249
C 19.00593 6.25642 7.19230
C 18.10994 6.08429 8.29423
C 18.44662 6.53247 9.58185
C 17.37501 6.37569 10.68286
O 16.24455 6.02334 10.42240
H 19.22983 7.19803 15.63879
H 17.10027 6.00208 15.34917
H 16.07703 5.79391 13.06911
H 20.30719 8.27850 13.79971
H 21.36998 8.00373 8.86511
H 20.88612 7.37562 6.68680
H 18.74238 5.95292 6.18989
H 17.14341 5.62300 8.15487
C 15.82334 7.98150 21.72981
C 14.48406 8.21262 21.55650
C 13.56217 7.79729 22.46438
C 13.96383 7.38406 23.72541
C 15.37771 7.31932 23.97918
C 16.28970 7.60999 22.96757
C 15.84500 6.96175 25.32874
O 17.01390 6.83993 25.74996
C 14.78005 6.39746 26.23602
C 15.14871 5.84718 27.49048
C 14.15713 5.42058 28.44664
C 12.85210 5.51171 28.07433
C 12.46886 6.03782 26.85637
C 13.40911 6.55999 25.97026
C 12.91852 6.98617 24.70425
O 11.72326 6.97580 24.41092
H 16.48015 8.57042 21.10677
H 14.08031 8.71676 20.69092
H 12.51561 7.98415 22.27416
H 17.35597 7.45039 23.03089
H 16.18151 5.71048 27.77514
H 14.43717 4.97028 29.38749
H 12.10741 5.09475 28.73612
H 11.39824 6.02712 26.71478
C 10.35951 3.15659 24.40584
C 11.53756 2.65774 23.89432
C 12.18470 3.42559 22.94730
C 11.68046 4.65821 22.44027
C 10.52352 5.16785 23.05995
C 9.79302 4.33068 23.94091
C 9.97380 6.50617 22.68783
O 9.01795 7.06967 23.32224
C 10.71743 7.28025 21.65063
C 10.20380 8.52534 21.28277
C 10.82284 9.28815 20.26058
C 12.00863 8.84581 19.80068
C 12.61986 7.62440 20.20593
C 11.91341 6.78397 21.04005
C 12.41159 5.46972 21.41734
O 13.41920 5.04928 20.79781
H 9.97095 2.58779 25.23764
H 11.88783 1.64391 24.02031
H 13.13204 3.13829 22.51555
H 8.93820 4.67830 24.50203
H 9.32191 8.95699 21.73262
H 10.35106 10.18778 19.89386
H 12.49903 9.38191 19.00162
H 13.55280 7.30268 19.76716
C 18.67987 9.86613 19.97952
C 19.30377 9.84195 18.68775
C 18.76971 9.15237 17.55669
C 17.61212 8.38226 17.68176
C 16.95868 8.37571 18.95337
C 17.50512 9.11215 20.02360
C 15.78970 7.47152 19.25595
O 15.27191 7.34748 20.38731
C 15.21240 6.70925 18.05938
C 14.01727 5.93785 18.21178
C 13.38237 5.44384 17.11553
C 13.92980 5.55957 15.81864
C 15.14551 6.31008 15.67784
C 15.78167 6.86541 16.76714
C 16.99175 7.72180 16.46723
O 17.43490 7.76149 15.30494
H 19.05766 10.37857 20.85192
H 20.27892 10.30405 18.64383
H 19.19840 9.13461 16.56557
H 16.97090 8.95600 20.94914
H 13.55182 5.90578 19.18580
H 12.52459 4.79195 17.19059
H 13.49932 5.10633 14.93793
H 15.56550 6.44055 14.69144
*
```